## one
DFT (ωB97M-V/def2-TZVPD) results for CH4NO2Si as an isolated structure.

Calculated values
- Molar mass: 90.134 g mol⁻¹
- Lowest unoccupied orbital energy: 4.2757 eV
- Highest occupied orbital energy: -2.64 eV
- Net charge: -1

```
9
CH4NO2Si (ωB97M-V/def2-TZVPD)
O -2.6458 1.1509 -2.0742
H 1.5111 0.7214 0.5086
C -2.3010 1.6443 -1.0255
H 1.2549 0.7376 -1.0340
O -2.5408 2.7210 -0.4703
H -1.0987 -1.2340 -0.3966
N 0.8728 0.3493 -0.1027
H -0.8458 0.0923 1.7195
Si -0.8115 0.1143 0.1961
```



## two
DFT (ωB97M-V/def2-TZVPD) results for an isolated ion of composition CH4NO2Si and charge -1.

Calculated values
- SMILES: [O-][N+]([O-])=C[SiH3]
- Molar mass: 90.134 g mol⁻¹
- Lowest unoccupied orbital energy: 4.2488 eV
- Highest occupied orbital energy: -2.86 eV
- Net charge: -1

```
9
CH4NO2Si (ωB97M-V/def2-TZVPD)
C -0.2879 0.5738 -0.3966
H -0.1283 1.5188 -1.0060
H -0.0844 -1.6374 -2.1617
N -0.1514 1.2580 1.0954
H 1.5995 -1.5060 -0.2046
O 0.2257 2.4665 1.0949
O -0.4714 0.5994 2.1008
H -0.8004 -2.0898 0.2515
Si 0.0986 -1.1833 -0.7736
```



Stability ranking, top entry: one; the second entry is 107.7 kcal/mol less favorable.



## one
DFT (ωB97M-V/def2-TZVPD) results for the molecule C4H4N2O3.

Calculated values
- SMILES: N=C=COC=C=[N+]([O-])O
- Molar mass: 128.087 g mol⁻¹
- Lowest unoccupied orbital energy: 0.4771 eV
- Highest occupied orbital energy: -8.77 eV
- Net charge: 0

```
13
C4H4N2O3 (ωB97M-V/def2-TZVPD)
C -1.2140 0.0703 -0.0627
O -0.7266 1.3866 -0.2891
N -3.4596 -0.5336 0.8405
H 3.6650 -0.4142 -0.9350
H -4.3775 -0.6558 0.4110
O 3.0063 -0.4094 1.3729
C 1.4491 0.8074 0.3746
C -2.4093 -0.2446 0.3303
N 2.3505 0.0025 0.4509
H 0.9671 2.5633 -0.5380
C 0.5846 1.6021 -0.1399
O 2.6768 -0.4013 -0.8857
H -0.5230 -0.6297 -0.1287
```



## two
DFT (ωB97M-V/def2-TZVPD) results for the molecule C4H4N2O3.

Calculated values
- SMILES: O=C1CN=C(C(=O)O)N1
- Molar mass: 128.087 g mol⁻¹
- Lowest unoccupied orbital energy: 0.1200 eV
- Highest occupied orbital energy: -9.81 eV
- Net charge: 0

```
13
C4H4N2O3 (ωB97M-V/def2-TZVPD)
H -0.1744 -1.8171 -0.1893
N -0.3912 -0.8533 -0.1244
C 0.4554 0.2020 -0.1675
O -2.7219 -0.9089 0.0391
C -1.4884 1.1565 0.0041
H -1.6343 1.2210 1.0491
C 1.9366 -0.0374 -0.0426
H -2.2073 1.8415 -0.5350
H 3.1008 -1.4805 0.1934
C -1.6792 -0.2957 -0.0696
N -0.0458 1.3868 -0.1641
O 2.2172 -1.3553 -0.0441
O 2.6323 0.9403 0.0510
```



Stability ranking, top entry: two; the second entry is 186.6 kcal/mol less favorable.